Record 1
The following is a DFT calculation (ωB97M-V/def2-TZVPD) of a molecular structure, C33H33Cl2PSe3SiTaTe2.

Calculated values
* relative energy (zero: lowest compared OMol25 entry of this formula, charge and spin): 12.4 kcal/mol
* total charge: +1
* calculated total energy: -10625.7223 Ha
* E_LUMO: -4.0 eV
* HOMO-LUMO gap: 6.36 eV

```
76
Properties=species:S:1:pos:R:3:forces:R:3
Ta 0.175 0.485 0.067 0.05 0.14 -0.26
Se 1.190 -0.030 -2.187 0.01 -0.04 0.01
Se 1.940 1.967 -3.184 0.02 0.01 -0.02
Te -0.235 3.176 -3.063 -0.01 -0.03 -0.01
Se -0.398 2.850 -0.581 -0.12 0.02 0.02
C -3.745 -3.297 -3.946 0.01 0.01 -0.01
C -4.621 -2.849 -2.964 -0.01 0.01 0.01
C -4.188 -1.942 -2.012 -0.02 0.00 0.02
C -2.867 -1.494 -2.027 0.06 0.00 -0.02
C -1.999 -1.931 -3.023 0.08 0.01 0.03
C -2.439 -2.833 -3.982 -0.03 -0.03 -0.01
P -2.295 -0.329 -0.768 0.07 0.06 0.08
C -3.503 1.018 -0.812 -0.01 -0.02 -0.02
C -3.844 1.574 -2.044 0.00 -0.01 -0.01
C -4.664 2.690 -2.095 0.00 0.01 0.00
C -5.145 3.255 -0.921 -0.01 0.00 0.00
C -4.812 2.698 0.305 -0.01 0.01 0.00
C -3.989 1.583 0.363 0.02 0.01 0.03
C -2.334 -1.039 0.882 0.01 -0.01 0.05
C -3.315 -1.761 1.554 0.00 -0.01 -0.04
C -3.037 -2.234 2.825 0.00 0.01 0.03
C -1.801 -1.970 3.414 0.00 0.01 0.01
C -0.835 -1.232 2.746 0.00 0.00 0.02
C -1.086 -0.749 1.454 -0.03 -0.01 0.02
H -4.089 -4.000 -4.694 0.00 0.00 0.00
H -5.644 -3.200 -2.949 0.00 0.00 0.00
H -4.882 -1.568 -1.269 0.00 -0.01 0.00
H -0.984 -1.552 -3.059 -0.04 -0.03 0.01
H -1.765 -3.165 -4.760 0.00 0.00 0.00
H -3.473 1.134 -2.963 0.00 0.00 0.00
H -4.932 3.117 -3.053 0.00 0.00 0.00
H -5.788 4.124 -0.963 0.00 0.00 0.00
H -5.195 3.130 1.220 0.00 0.00 0.00
H -3.726 1.156 1.324 0.00 0.00 -0.01
H -4.271 -1.967 1.087 0.00 0.00 0.01
H -3.777 -2.810 3.364 0.00 0.00 0.00
H -1.596 -2.346 4.409 0.01 -0.01 0.00
H 0.118 -1.042 3.229 0.00 0.01 0.01
Cl -0.318 1.830 2.417 0.02 0.04 0.01
C 0.062 3.611 2.524 0.00 -0.04 0.02
Cl 0.030 4.091 4.200 0.05 -0.01 -0.02
H -0.724 4.115 1.975 0.02 0.01 0.00
H 1.046 3.751 2.093 0.07 -0.02 -0.01
C -0.592 -3.649 0.044 0.00 0.00 -0.01
Te 1.076 -2.350 0.241 -0.05 -0.01 0.03
C 2.072 -3.102 -1.473 0.03 -0.02 0.03
H -1.162 -3.417 -0.849 -0.05 0.00 -0.06
H -1.208 -3.542 0.933 0.01 -0.01 -0.01
H -0.189 -4.658 -0.010 0.00 0.00 -0.01
H 2.380 -4.118 -1.233 0.00 0.00 -0.02
H 2.943 -2.476 -1.649 0.04 -0.01 0.01
H 1.410 -3.089 -2.335 -0.01 0.00 0.00
C 4.019 4.842 1.951 0.00 0.01 -0.04
C 3.909 3.982 3.033 -0.03 0.01 0.03
C 3.486 2.673 2.840 -0.05 0.00 0.02
C 3.165 2.203 1.563 -0.04 0.03 -0.02
C 3.295 3.082 0.483 -0.05 0.00 0.02
C 3.719 4.389 0.672 0.01 0.01 0.02
Si 2.572 0.437 1.334 -0.07 -0.12 0.10
C 3.906 -0.622 0.545 0.03 -0.01 -0.02
C 4.387 -1.762 1.195 0.02 -0.01 -0.02
C 5.361 -2.564 0.612 -0.01 0.00 0.01
C 5.879 -2.232 -0.630 0.00 0.01 -0.02
C 5.429 -1.090 -1.284 0.02 0.00 -0.01
C 4.453 -0.298 -0.701 0.00 0.02 0.01
H 4.344 5.863 2.102 0.00 0.00 0.00
H 4.146 4.330 4.030 0.01 0.00 0.00
H 3.402 2.011 3.695 0.00 0.00 0.00
H 3.041 2.754 -0.521 0.00 0.01 0.01
H 3.811 5.055 -0.176 0.00 0.00 0.00
H 2.368 -0.128 2.701 0.02 0.01 0.00
H 4.006 -2.022 2.176 -0.02 -0.01 -0.01
H 5.723 -3.441 1.134 0.00 0.00 0.00
H 6.642 -2.851 -1.084 0.00 0.00 0.00
H 5.845 -0.818 -2.246 0.00 0.00 0.00
H 4.119 0.592 -1.224 0.01 0.00 0.01
```
Forces are in eV/Å.

Record 2
The following is a DFT calculation (ωB97M-V/def2-TZVPD) of 6 unconnected molecules or ions with the total composition C37H69BrO13S3 at a distorted geometry.

Calculated values
* relative energy (zero: lowest compared OMol25 entry of this formula, charge and spin): 0.0 kcal/mol
* total charge: 0
* calculated total energy: -6197.8691 Ha
* E_LUMO: 0.4 eV
* HOMO-LUMO gap: 9.29 eV

```
123
Properties=species:S:1:pos:R:3:forces:R:3
C 4.852 -0.912 3.284 -0.31 0.24 -0.24
C 3.751 -1.167 2.231 0.37 0.15 0.02
C 4.123 -1.006 0.739 -0.83 0.30 -0.06
S 2.716 -1.721 -0.263 0.26 -0.27 0.17
C 1.331 -0.743 0.374 -0.28 0.20 -0.19
C 0.584 -0.181 -0.833 0.17 -0.12 0.29
O 1.064 0.678 -1.504 0.13 0.16 -0.41
O -0.579 -0.780 -1.141 -0.36 0.46 0.11
C -1.514 -0.978 -0.062 -0.01 -0.57 0.02
C -2.895 -0.413 -0.316 0.32 -0.25 -0.17
C -3.428 -0.721 -1.704 -0.02 -0.39 -0.04
O -3.006 0.980 0.065 -0.56 -0.15 -0.17
C -2.838 1.916 -0.884 0.28 0.09 -0.14
O -1.990 1.875 -1.732 -0.10 -0.16 -0.13
C -3.832 3.052 -0.815 0.38 0.41 0.85
S -4.468 3.321 0.873 -0.17 -0.30 0.28
C 4.280 0.491 0.310 0.31 -0.17 -0.11
C 5.700 0.995 -0.006 -0.12 -0.40 0.49
C 6.446 1.294 1.322 0.18 0.12 -0.37
C 7.197 2.629 1.530 0.20 0.15 -0.05
C 8.732 2.536 1.360 -0.10 0.17 0.47
C 6.607 3.824 0.763 0.34 -0.02 -0.04
C 6.397 -0.001 -0.945 -0.08 0.55 -0.97
C 7.768 0.497 -1.406 0.10 -0.39 0.26
C 7.760 1.740 -2.294 0.29 0.06 -0.34
O 8.772 2.650 -1.871 -0.10 0.00 0.27
C 5.513 -0.256 -2.189 0.17 -0.07 -0.10
C 6.165 -0.911 -3.412 -0.03 -0.29 -0.04
C 6.672 -2.338 -3.212 -0.46 0.01 -0.11
Br 8.052 -2.750 -4.520 0.11 -0.04 0.03
O 6.688 -1.227 -0.202 -0.35 0.10 0.44
S 5.488 -2.131 0.310 0.13 -0.69 -0.34
O 5.050 -2.947 -0.786 0.07 0.13 0.02
O 5.954 -2.797 1.482 0.10 0.17 -0.03
H 5.829 -0.803 2.834 0.13 -0.17 0.09
H 4.640 0.011 3.821 0.01 -0.01 0.15
H 4.884 -1.735 3.989 0.10 -0.03 0.07
H 3.300 -2.147 2.363 0.12 -0.12 0.03
H 2.965 -0.434 2.394 -0.18 -0.07 0.04
H 1.662 0.119 0.943 0.13 -0.03 0.08
H 0.695 -1.374 0.985 0.10 -0.05 0.15
H -1.616 -2.055 0.074 -0.08 -0.04 0.02
H -1.153 -0.568 0.879 0.09 0.15 -0.04
H -3.528 -0.938 0.400 -0.13 0.33 0.19
H -3.844 -1.729 -1.679 -0.02 -0.04 0.02
H -2.652 -0.717 -2.464 0.01 0.31 -0.05
H -4.245 -0.058 -1.980 0.00 0.09 0.00
H -3.287 3.945 -1.099 -0.17 0.06 -0.33
H -4.652 2.847 -1.497 -0.01 0.00 -0.14
H -4.337 4.649 0.941 0.03 0.09 -0.31
H 3.655 0.663 -0.562 -0.12 -0.08 -0.02
H 3.867 1.090 1.120 0.00 0.11 0.01
H 5.554 1.884 -0.616 0.11 0.24 0.18
H 5.699 1.251 2.108 -0.04 -0.03 0.03
H 7.142 0.478 1.520 0.00 -0.06 0.10
H 7.069 2.869 2.586 -0.23 -0.18 0.07
H 9.220 2.930 2.253 0.03 0.08 0.00
H 9.098 3.115 0.521 0.04 -0.18 -0.24
H 9.068 1.504 1.284 0.06 -0.03 -0.17
H 5.586 3.665 0.421 -0.14 0.06 0.18
H 7.215 4.044 -0.114 -0.06 -0.06 -0.16
H 6.636 4.718 1.384 -0.10 0.08 0.00
H 8.383 0.649 -0.522 0.08 0.27 -0.02
H 8.244 -0.309 -1.964 0.03 -0.13 0.10
H 8.001 1.435 -3.315 -0.13 0.00 -0.08
H 6.789 2.236 -2.341 -0.09 0.01 0.22
H 8.540 3.531 -2.174 0.05 -0.01 -0.11
H 4.612 -0.814 -1.947 -0.06 -0.01 0.13
H 5.169 0.727 -2.517 -0.09 0.06 0.04
H 6.969 -0.310 -3.830 0.03 0.16 0.15
H 5.398 -0.950 -4.188 0.01 0.09 -0.09
H 7.056 -2.543 -2.225 0.34 0.07 -0.01
H 5.879 -3.053 -3.402 0.00 -0.07 0.07
C 0.442 -4.518 0.886 -0.18 0.11 -0.02
C -0.690 -4.408 1.880 0.12 -0.05 -0.08
C -0.470 -5.031 3.236 -0.20 0.08 0.02
O -1.724 -3.844 1.601 -0.05 0.02 0.05
H 0.161 -4.034 -0.048 0.01 0.00 -0.01
H 1.342 -4.041 1.278 0.05 -0.09 0.00
H 0.667 -5.567 0.689 0.09 -0.01 0.06
H 0.392 -4.572 3.723 0.07 -0.08 -0.03
H -0.280 -6.100 3.130 0.11 0.01 0.01
H -1.352 -4.882 3.853 0.00 0.00 0.00
C -4.383 6.266 -3.263 0.04 0.03 0.19
C -5.628 5.986 -2.455 0.01 -0.02 -0.09
C -6.809 5.416 -3.202 -0.07 0.01 0.19
O -5.678 6.206 -1.268 0.08 -0.04 0.02
H -3.611 6.672 -2.613 0.00 0.00 0.00
H -4.020 5.346 -3.723 -0.04 0.02 -0.09
H -4.603 6.986 -4.052 -0.01 -0.07 -0.08
H -6.538 4.463 -3.661 0.02 0.04 -0.10
H -7.122 6.103 -3.989 0.05 -0.05 -0.08
H -7.635 5.260 -2.512 0.00 0.00 0.01
C -6.907 6.855 1.503 -0.21 0.15 -0.01
C -7.991 7.160 2.506 0.06 -0.05 0.02
C -7.792 6.623 3.905 -0.17 0.09 0.01
O -8.973 7.800 2.211 -0.03 0.02 0.00
H -7.161 7.289 0.541 0.01 -0.01 -0.03
H -5.957 7.273 1.842 0.05 -0.11 0.03
H -6.794 5.777 1.382 0.10 0.00 0.04
H -6.874 7.028 4.334 0.06 -0.09 -0.02
H -7.712 5.535 3.879 0.11 0.00 0.00
H -8.636 6.906 4.529 0.00 0.00 0.00
C -5.442 -3.798 1.260 0.16 0.22 -0.11
C -6.330 -2.599 1.054 -0.02 -0.09 0.05
C -7.810 -2.871 0.917 -0.01 0.20 -0.02
O -5.891 -1.473 0.991 0.06 0.04 -0.06
H -4.404 -3.481 1.344 0.00 -0.03 0.02
H -5.730 -4.323 2.173 -0.06 -0.07 -0.06
H -5.549 -4.485 0.415 -0.03 0.04 0.20
H -8.184 -3.360 1.818 0.00 -0.10 -0.04
H -7.988 -3.527 0.064 0.00 -0.09 0.06
H -8.342 -1.934 0.770 0.00 0.00 0.00
C -5.348 -8.686 -0.432 0.13 0.14 0.00
C -6.216 -7.464 -0.605 -0.01 -0.04 0.00
C -7.702 -7.696 -0.729 0.02 0.19 -0.01
O -5.742 -6.352 -0.641 -0.03 -0.09 -0.09
H -4.306 -8.384 -0.355 0.00 0.01 0.00
H -5.635 -9.224 0.472 -0.06 -0.07 -0.05
H -5.467 -9.353 -1.287 -0.07 -0.07 0.05
H -8.078 -8.197 0.165 0.00 -0.10 -0.04
H -7.911 -8.326 -1.594 -0.01 -0.09 0.06
H -8.212 -6.743 -0.848 0.00 0.00 0.00
```
Forces are in eV/Å.

Record 3
The following is a DFT calculation (ωB97M-V/def2-TZVPD) of a molecular structure, C12H20BrN2O2PPm at a distorted geometry.

Calculated values
* total charge: +2
* calculated total energy: -4252.3434 Ha
* E_LUMO (spin up / spin down): -8.1 / -8.8 eV
* ⟨S²⟩: 8.78
* 2S+1: 6
* HOMO-LUMO gap (spin up / spin down): 7.06 / 6.48 eV

```
39
Properties=species:S:1:pos:R:3:forces:R:3
C -0.754 2.374 -0.769 0.20 1.02 -0.28
C -0.224 1.313 -1.762 -0.27 -2.41 2.47
N -0.055 0.048 -1.257 -0.41 0.64 0.33
C 0.345 -1.078 -1.907 -0.71 1.17 0.59
C 0.489 -0.894 -3.273 0.50 -1.03 -1.17
C 0.293 0.362 -3.846 0.23 -0.96 -0.27
C -0.058 1.459 -3.084 -0.16 2.50 -1.79
C 0.496 -2.301 -1.140 0.29 -0.32 -1.91
P 0.320 -2.487 0.588 -0.47 2.04 1.70
H -0.236 2.480 -3.504 0.32 -1.14 0.00
H 0.752 -1.777 -3.867 -0.05 0.60 -0.07
H 0.418 0.465 -4.911 0.00 0.04 -0.14
C 1.276 2.778 0.593 0.10 0.88 -0.22
C -0.947 2.963 1.646 -0.11 0.40 -0.64
H 0.758 -3.185 -1.693 0.18 -0.17 -0.56
H -1.840 2.246 -0.622 0.39 0.10 -0.25
H -0.550 3.375 -1.158 -0.43 -0.04 -0.66
C 1.795 -3.031 1.446 0.46 -0.69 -0.63
C -1.056 -3.516 1.078 0.00 -0.79 -0.58
H 1.632 -2.993 2.534 -0.04 -0.18 -0.43
H 1.925 -4.046 1.072 0.63 -0.30 0.54
H 2.648 -2.376 1.193 -0.51 -0.61 0.06
H -1.151 -3.516 2.175 0.12 -0.11 -0.43
H -1.991 -3.174 0.609 0.30 -0.33 0.13
H -0.749 -4.489 0.695 -0.82 -0.51 0.36
H -1.028 4.025 1.387 -0.39 0.09 0.77
H -1.948 2.494 1.663 0.32 0.28 -0.08
H -0.465 2.829 2.630 0.00 0.18 -0.41
H 1.286 3.848 0.378 0.62 0.13 0.03
H 1.726 2.554 1.577 -0.26 0.37 -0.47
H 1.842 2.204 -0.159 -0.22 0.47 0.20
C -0.092 -0.204 3.131 -0.06 -2.02 10.39
O -0.040 -0.303 4.267 -0.12 0.33 -3.15
Pm 0.023 0.177 1.018 2.02 2.04 -3.30
O -2.428 -0.004 0.566 0.23 -0.97 0.05
H -2.738 -0.719 1.159 -0.38 0.42 -0.46
H -2.348 -0.414 -0.322 -0.44 0.22 0.41
N -0.130 2.396 0.569 -0.51 -1.12 -0.42
Br 2.807 0.116 1.301 -0.56 -0.23 0.26
```
Forces are in eV/Å.

Record 4
The following is a DFT calculation (ωB97M-V/def2-TZVPD) of a molecular structure, C3H2O3Sm at a distorted geometry.

Calculated values
* relative energy (zero: lowest compared OMol25 entry of this formula, charge and spin): 17.3 kcal/mol
* total charge: +1
* calculated total energy: -998.8475 Ha
* E_LUMO (spin up / spin down): -5.2 / -5.2 eV
* ⟨S²⟩: 15.76
* 2S+1: 8
* HOMO-LUMO gap (spin up / spin down): 6.14 / 7.13 eV

```
9
Properties=species:S:1:pos:R:3:forces:R:3
O -0.660 -1.289 0.048 0.59 0.12 0.60
C 0.493 -1.137 -0.618 1.24 1.15 0.14
C -1.277 -0.071 0.341 -0.46 0.40 -0.36
O 1.649 -1.439 -0.213 -0.66 -1.41 0.05
O 0.692 0.725 -0.415 0.05 0.22 -0.05
C -0.552 1.010 0.035 -0.23 -0.30 -0.66
Sm 2.914 0.332 0.356 -0.91 0.02 -0.33
H -2.316 -0.136 0.643 0.32 -0.07 -0.10
H -0.943 2.004 -0.177 0.04 -0.14 0.72
```
Forces are in eV/Å.

Record 5
The following is a DFT calculation (ωB97M-V/def2-TZVPD) of a single C4H7NO molecule at a distorted geometry.

Calculated values
* relative energy (zero: lowest compared OMol25 entry of this formula, charge and spin): 127.1 kcal/mol
* total charge: 0
* calculated total energy: -286.4291 Ha
* E_LUMO: 1.0 eV
* HOMO-LUMO gap: 10.12 eV

```
13
Properties=species:S:1:pos:R:3:forces:R:3
C 1.070 0.083 -0.859 -0.15 1.27 1.71
O 1.387 0.035 0.639 -0.53 -0.14 -1.01
C 0.095 -0.162 1.384 1.49 -3.10 -1.05
C -0.821 0.422 0.366 -0.55 -1.63 0.33
N -1.674 -0.047 -0.778 -1.62 -0.22 1.86
C -0.346 -0.385 -0.838 2.65 -1.99 0.37
H 1.784 -0.526 -1.343 0.56 -0.99 -0.45
H 1.228 1.095 -1.167 -0.01 0.75 -0.28
H 0.079 -1.261 1.636 -0.77 0.80 -0.72
H 0.313 0.228 2.330 -0.28 1.69 1.25
H -0.531 1.434 0.327 -0.03 1.28 -0.64
H -1.958 0.797 -1.165 -0.67 1.77 -1.27
H -0.278 -1.468 -0.613 -0.10 0.53 -0.08
```
Forces are in eV/Å.

Q: Which of these has the highest calculated total energy?
A: C4H7NO